Density functional theory data (ωB97M-V/def2-TZVPD) for a cluster of 2 separate species, C6H12N2 in total.

```
20
Properties=species:S:1:pos:R:3:forces:R:3
C -0.5100 -1.7462 2.1639 -1.107 4.557 -2.806
C -0.0106 -0.2442 2.0251 -2.263 -4.496 2.993
C 0.5673 0.3220 1.0099 2.332 -0.869 -6.423
N 0.8980 1.5578 1.2942 0.003 2.298 4.518
C 0.5662 1.7360 2.6821 -1.672 -1.016 -1.926
N -0.1352 0.6088 3.0681 2.517 3.323 0.291
H -0.3699 -2.1992 1.1970 -0.596 -0.232 -0.513
H -1.5249 -1.6870 2.5192 -0.544 -0.276 -0.300
H -0.0042 -2.3244 2.7933 2.506 -1.907 3.004
H 0.9558 0.0146 -0.0171 -1.099 -0.322 1.647
H 1.2631 2.2324 0.6685 0.445 0.455 -0.279
H 0.7249 2.7482 3.1399 -0.466 -1.525 -0.173
C -0.9529 0.0784 -2.4424 0.531 1.672 -1.960
C 0.2957 -0.2900 -3.2030 0.167 -1.244 -0.798
H -1.5935 0.8896 -2.8230 0.099 -0.668 -0.650
H -1.4120 -0.8310 -2.3426 -2.103 -1.824 0.669
H -0.6858 0.4827 -1.5291 0.608 0.309 2.223
H 0.1898 -0.6428 -4.2439 -0.536 0.432 0.269
H 0.7247 -1.1888 -2.7312 0.175 0.465 0.165
H 1.0134 0.4830 -3.2289 1.003 0.871 0.048
```
Positions in Å, forces in eV/Å.

Properties
net charge	0
E_HOMO	-8.64	eV
energy relative to the best compared isomer or geometry (same formula, charge and spin)	157.44	kJ/mol
F_max	6.9	eV Å⁻¹
electronic energy	-345.2679	a.u.
2S+1	1
SMILES	Cc1c[nH]cn1.CC

Results of the Mulliken charge analysis, in e, for atoms 1 through 8: number 1, C, carries -1.15; number 2, C, carries 0.37; number 3, C, carries -0.20; number 4, N, carries -0.02; number 5, C, carries -0.24; number 6, N, carries -0.62; number 7, H, carries 0.29; number 8, H, carries 0.31